# 1
Here is 8 unconnected molecules or ions with the total composition C6H28N8O9 in a non-equilibrium geometry from the Open Molecules 2025 dataset. Energies are from ωB97M-V/def2-TZVPD.

Values from the calculation:
gap between HOMO and LUMO (alpha / beta) = 1.86 / 9.33 eV
electronic energy = -37025.1228 eV

Geometry as ORCA input:
```
! RIJCOSX wB97M-V def2-TZVPD def2/J DEFGRID3
* xyz -1 2
O 0.710 -1.712 3.796
O 0.577 -3.387 0.044
O 0.606 1.455 5.122
O 0.275 -0.599 0.758
O -4.037 -0.129 -2.603
O 4.909 -0.316 -1.312
O -0.656 4.124 -3.828
O -1.094 -0.154 -2.748
O -3.929 1.963 3.069
N -1.209 0.908 0.281
N 0.702 -3.264 5.422
N 0.435 -3.837 3.410
N 3.271 -1.750 -1.640
N 1.546 3.742 -4.147
N -0.601 0.598 2.312
N 0.560 2.316 -2.940
N 2.989 0.216 -0.578
C -3.267 0.858 -3.314
C 3.753 -0.571 -1.274
C -1.870 0.251 -3.869
C 0.636 -2.859 4.207
C -0.417 0.309 1.049
C 0.382 3.419 -3.672
H -1.126 0.538 -0.655
H -3.601 -0.570 -1.871
H 0.540 -3.604 2.433
H -2.120 -0.645 -4.439
H -0.328 -3.617 0.253
H -0.291 1.818 -2.722
H -1.402 0.941 -4.571
H -0.342 -0.632 -3.106
H -2.042 1.267 0.724
H 0.692 -4.264 5.562
H 2.305 -2.013 -1.505
H 3.961 -2.363 -2.048
H 2.286 3.075 -3.982
H -3.121 1.749 -2.704
H 0.523 1.467 6.076
H 2.098 -0.093 -0.217
H 1.428 0.992 4.959
H -3.429 2.753 3.276
H 1.307 1.667 -3.146
H -3.363 1.242 3.343
H 0.573 -2.492 6.061
H 3.333 1.086 -0.196
H 0.522 -4.742 3.849
H -1.247 1.366 2.423
H 1.735 4.666 -4.508
H -3.905 1.161 -4.145
H 0.063 0.160 2.935
H 0.680 -2.495 0.373
*
```

***

# 2
Here is 8 unconnected molecules or ions with the total composition C6H28O11 in a non-equilibrium geometry from the Open Molecules 2025 dataset. Energies are from ωB97M-V/def2-TZVPD.

Values from the calculation:
gap between HOMO and LUMO = 10.32 eV
relative energy (zero: lowest compared OMol25 entry of this formula, charge and spin) = 378.3 kJ/mol
structure (SMILES) = OCCO.OCCO.OCCO.O.O.O.O.O
electronic energy = -29197.6744 eV

Geometry as ORCA input:
```
! RIJCOSX wB97M-V def2-TZVPD def2/J DEFGRID3
* xyz 0 1
O -0.718 -1.964 -1.051
O 0.872 0.493 2.682
O 2.156 -4.123 -0.395
O 2.971 -1.310 1.809
O -4.017 0.890 0.443
O 2.367 0.493 -0.300
O -3.413 1.925 -3.168
O -1.856 2.640 -0.274
O -2.919 -0.748 -1.689
O -0.284 0.495 0.250
O 2.094 2.894 0.991
C 3.006 -3.220 0.266
C -4.011 -1.168 -0.810
C 3.357 2.638 0.355
C 2.171 -2.308 1.134
C -3.897 -0.494 0.549
C 3.103 1.653 -0.776
H 0.281 0.629 3.409
H -4.686 -0.890 1.177
H -0.674 -1.485 -1.864
H -0.577 -0.324 -0.223
H -5.035 -1.034 -1.174
H 3.601 -2.692 -0.551
H -2.864 2.600 -2.779
H -3.008 0.240 -1.778
H 0.718 0.523 0.027
H -1.952 3.420 0.269
H 1.423 -3.608 -0.801
H 2.885 0.103 0.456
H -1.635 -2.173 -1.139
H 0.301 0.603 1.927
H 1.379 -1.768 0.520
H 4.038 2.366 1.133
H 1.667 -3.091 1.757
H -0.962 2.328 -0.030
H 2.000 2.339 1.759
H -3.194 1.341 0.391
H 3.677 3.656 -0.027
H -2.912 -0.722 0.936
H -3.978 -2.234 -0.734
H 2.556 2.156 -1.570
H -4.299 2.154 -2.987
H 3.784 -3.867 0.743
H 2.462 -0.680 2.333
H 4.021 1.326 -1.195
*
```

***

# 3
Here is 10 unconnected molecules or ions with the total composition C6H28O9 in a non-equilibrium geometry from the Open Molecules 2025 dataset. Energies are from ωB97M-V/def2-TZVPD.

Values from the calculation:
gap between HOMO and LUMO = 9.28 eV
relative energy (zero: lowest compared OMol25 entry of this formula, charge and spin) = 170.6 kJ/mol
structure (SMILES) = C=C(C)/C=C/C.O.O.O.O.O.O.O.O.O
electronic energy = -25103.0241 eV

Geometry as ORCA input:
```
! RIJCOSX wB97M-V def2-TZVPD def2/J DEFGRID3
* xyz 0 1
O 2.093 -2.636 -2.941
O -1.157 -1.388 3.483
O -1.384 2.969 2.072
O -3.454 1.586 -0.462
O 0.677 1.257 2.532
O 4.515 -0.664 -1.729
O -1.779 3.755 -0.614
O -2.100 0.531 1.773
O -1.926 0.557 -2.546
C 1.224 1.618 -0.765
C 0.358 -0.776 -0.432
C -0.203 -3.152 -0.496
C 1.775 -2.440 0.818
C 1.322 0.116 -0.609
C 0.642 -2.195 -0.138
H -0.483 2.788 2.404
H 2.371 -0.131 -0.552
H 2.161 2.100 -1.047
H -1.358 3.516 1.272
H -2.275 0.726 -3.425
H -1.493 -0.655 2.928
H -3.261 1.111 0.366
H -3.002 1.037 -1.130
H 1.480 -2.061 1.805
H 4.307 -1.590 -1.902
H 1.258 2.025 0.258
H -2.463 3.057 -0.478
H 1.730 -3.476 1.183
H -1.673 1.452 1.790
H 1.664 -1.833 -3.265
H -0.075 -4.219 -0.337
H 2.799 -2.273 0.504
H 0.316 1.934 -1.266
H -1.701 -2.169 3.354
H -1.011 0.836 -2.452
H -2.811 0.642 2.423
H 3.638 -0.301 -1.552
H -1.533 3.759 -1.538
H -1.085 -3.036 -1.125
H 0.819 0.668 1.787
H 0.457 0.699 3.288
H 1.321 -3.174 -2.723
H -0.700 -0.573 -0.516
*
```

***

# 4
Here is a single C6H2BrF2NO molecule in a non-equilibrium geometry from the Open Molecules 2025 dataset. Energies are from ωB97M-V/def2-TZVPD.

Values from the calculation:
gap between HOMO and LUMO = 6.53 eV
electronic energy = -85261.7450 eV

Geometry as ORCA input:
```
! RIJCOSX wB97M-V def2-TZVPD def2/J DEFGRID3
* xyz 0 1
Br 1.021 4.408 1.177
F 0.148 1.589 3.131
F 0.253 -1.093 -1.798
O 0.271 -2.102 2.362
N 1.041 2.094 -0.415
C 0.368 -0.281 -0.705
C 0.463 1.669 1.891
C -0.390 -1.462 1.573
C 0.763 2.376 0.867
C 0.059 -0.702 0.493
C 0.888 1.029 -1.081
H -1.500 -1.402 1.661
H 1.194 1.081 -2.120
*
```

***

# 5
Here is a molecular structure, C6H2Cl5NiO8P2 in a non-equilibrium geometry from the Open Molecules 2025 dataset. Energies are from ωB97M-V/def2-TZVPD.

Values from the calculation:
gap between HOMO and LUMO (alpha / beta) = 8.28 / 8.36 eV
relative energy (zero: lowest compared OMol25 entry of this formula, charge and spin) = 1.8 kJ/mol
electronic energy = -144878.3527 eV

Geometry as ORCA input:
```
! RIJCOSX wB97M-V def2-TZVPD def2/J DEFGRID3
* xyz -1 3
Ni 0.495 -0.658 -0.962
Cl -2.064 2.702 -2.722
Cl -1.037 5.502 1.743
Cl -2.248 5.462 -1.055
Cl 0.927 3.432 2.705
Cl 1.055 0.577 0.954
P 2.340 -3.036 -0.361
P -0.570 -3.227 0.111
O -0.266 0.901 -1.628
O -1.598 -4.287 -0.497
O -0.533 -3.314 1.638
O -0.842 -1.954 -0.624
O 2.110 -1.698 -1.042
O 3.458 -3.913 -0.746
O 2.294 -2.823 1.214
O 0.850 -3.786 -0.497
C -0.819 4.136 0.764
C -1.340 2.920 -1.230
C -0.513 1.887 -0.814
C 0.014 3.116 1.247
C -1.421 4.078 -0.482
C 0.095 1.999 0.500
H -1.786 -4.933 0.241
H 1.399 -3.084 1.544
*
```

***

# 6
Here is a molecular structure, C6H2F12MnN2O14S4 in a non-equilibrium geometry from the Open Molecules 2025 dataset. Energies are from ωB97M-V/def2-TZVPD.

Values from the calculation:
gap between HOMO and LUMO (alpha / beta) = 7.63 / 7.69 eV
electronic energy = -145170.3931 eV

Geometry as ORCA input:
```
! RIJCOSX wB97M-V def2-TZVPD def2/J DEFGRID3
* xyz -2 6
Mn 0.572 0.011 -0.558
S 0.130 -3.121 0.791
S -2.452 0.700 -0.997
S -1.077 2.912 -1.142
S -0.554 -1.275 2.361
F -1.436 1.353 2.804
F 2.476 -2.754 2.195
F -3.419 2.325 1.060
F -4.141 0.245 1.137
F 0.792 1.056 2.265
F -0.444 3.532 1.495
F -4.828 1.613 -0.412
F 1.111 3.508 0.056
F 2.231 -4.724 1.133
F 0.065 0.693 4.259
F -0.331 5.214 0.152
F 2.832 -2.951 0.024
O 4.314 0.851 -1.095
O -0.399 -3.962 1.840
O 2.577 0.388 0.134
O -0.077 -3.522 -0.592
O -2.876 1.185 -2.263
O 0.001 -2.440 -3.936
O -1.970 -1.499 2.340
O -2.549 -0.789 -0.952
O 0.810 -1.270 -2.285
O -0.329 3.142 -2.359
O 0.169 -1.998 3.409
O 2.119 1.241 -1.595
O -2.408 3.548 -1.232
O 2.133 -2.243 -3.921
N 0.025 -1.338 0.906
N -1.024 1.246 -0.525
C -0.273 0.649 2.966
C 2.105 -3.397 1.071
C -0.124 3.907 0.236
C 3.006 0.942 -0.866
C 0.997 -1.966 -3.360
C -3.839 1.246 0.298
H 4.349 0.490 -0.207
H 1.736 -2.746 -4.636
*
```

***

# 7
Here is 10 unconnected molecules or ions with the total composition C6H30F6O9P in a non-equilibrium geometry from the Open Molecules 2025 dataset. Energies are from ωB97M-V/def2-TZVPD.

Values from the calculation:
gap between HOMO and LUMO = 10.70 eV
relative energy (zero: lowest compared OMol25 entry of this formula, charge and spin) = 245.7 kJ/mol
electronic energy = -50735.8809 eV

Geometry as ORCA input:
```
! RIJCOSX wB97M-V def2-TZVPD def2/J DEFGRID3
* xyz -1 1
P 0.997 2.006 -0.632
F 2.538 1.470 -0.812
F 0.767 1.039 0.700
F 1.545 3.157 0.344
F -0.562 2.637 -0.348
F 0.459 0.721 -1.441
F 1.183 2.893 -2.026
O 1.217 -0.786 -7.206
O -2.737 2.697 -5.371
O 7.770 -3.913 0.496
O 0.761 4.935 -8.103
O -1.832 3.534 6.536
O 5.515 4.611 -6.392
O -5.489 -0.043 -1.880
O 6.723 4.170 1.623
O -1.739 -7.426 1.552
C 7.243 -3.002 1.422
C -2.902 -6.009 3.083
C -1.740 -6.082 2.029
C -3.223 3.248 6.298
C -3.397 1.812 6.834
C -5.402 -1.455 -1.687
H 0.506 -1.425 -7.258
H 5.583 4.060 -5.612
H -2.510 -7.680 1.039
H -0.767 -5.915 2.490
H -1.980 -5.319 1.289
H -2.824 -6.524 4.040
H -3.045 -4.963 3.356
H -3.023 1.685 7.850
H -4.381 -1.781 -1.886
H -1.466 3.049 5.792
H 7.330 -4.752 0.648
H -3.522 3.278 5.250
H 6.606 4.751 2.375
H -3.810 -6.354 2.588
H 0.387 4.811 -8.975
H -2.714 1.775 -5.114
H -5.741 -1.699 -0.680
H 7.633 -1.988 1.343
H -6.092 -1.949 -2.370
H -3.830 3.965 6.851
H 7.536 -3.428 2.381
H 0.071 4.653 -7.503
H 4.591 4.569 -6.636
H -4.471 1.644 6.921
H -3.033 1.092 6.101
H 1.139 -0.410 -6.329
H -4.907 0.390 -1.251
H -2.963 3.165 -4.567
H 5.833 3.926 1.368
H 6.167 -2.840 1.481
*
```

***

# 8
Here is 10 unconnected molecules or ions with the total composition C6H30NO10 in a non-equilibrium geometry from the Open Molecules 2025 dataset. Energies are from ωB97M-V/def2-TZVPD.

Values from the calculation:
gap between HOMO and LUMO = 8.34 eV
relative energy (zero: lowest compared OMol25 entry of this formula, charge and spin) = 723.4 kJ/mol
electronic energy = -28669.3851 eV

Geometry as ORCA input:
```
! RIJCOSX wB97M-V def2-TZVPD def2/J DEFGRID3
* xyz -1 1
O -1.109 -2.948 1.993
O 2.444 3.277 -1.411
O 2.426 -2.652 -0.473
O 1.645 0.156 2.906
O -1.809 -1.993 -1.207
O -2.179 -0.834 -3.812
O -0.205 -3.686 -0.356
O 0.344 -0.569 0.937
O 1.671 -0.912 -3.282
O 2.917 0.760 -1.195
N -2.746 0.778 0.088
C 1.381 2.398 1.534
C 1.303 1.567 2.858
C -2.205 1.871 0.860
C -4.041 0.538 0.678
C -0.938 2.059 0.648
C 0.142 3.086 1.035
H -0.334 1.173 0.418
H 2.592 2.593 -2.222
H 2.502 -0.200 -1.499
H -2.885 2.295 1.393
H 3.081 0.376 -0.372
H -0.928 -3.344 1.095
H -2.169 -0.095 0.360
H 1.740 -0.163 2.000
H 2.116 3.073 1.742
H 0.338 3.592 0.054
H -2.033 -2.998 2.315
H 0.945 -0.188 -3.524
H -4.536 1.382 0.150
H -1.674 -1.449 -0.445
H -2.071 -0.975 -2.873
H -4.425 -0.415 0.277
H 1.921 1.927 3.596
H -0.112 4.008 1.649
H 1.800 -3.191 -0.198
H -1.901 0.024 -3.927
H -4.153 0.426 1.680
H 0.563 -1.096 0.128
H 2.386 2.664 -0.700
H -0.276 -0.961 1.654
H 2.368 -2.608 -1.366
H -0.786 -2.712 -0.760
H 1.078 -1.514 -2.961
H 1.672 1.674 0.643
H -0.794 -4.242 -0.439
H 0.193 1.584 3.058
*
```